Here is a molecular structure, C17H14N6O2RuS2 from the OMol25 dataset. Energies are from ωB97M-V with the def2-TZVPD basis set.

HOMO energy (alpha / beta): -0.52062 / -0.52016 hartree
orbital gap (alpha / beta): 6.978 / 4.635 eV
E_LUMO (alpha / beta): -7.19 / -9.52 eV

Geometry as ORCA input:
```
! RIJCOSX wB97M-V def2-TZVPD def2/J DEFGRID3
* xyz 2 5
Ru -0.5775 1.3207 -0.7214
S -2.7401 2.7462 -0.4173
C -3.3882 1.1975 -0.3540
S -2.2195 -0.0715 -0.1394
C -4.7877 0.9955 -0.5074
C -5.3063 -0.3190 -0.4977
N -5.7236 -1.3942 -0.4718
C -5.6601 2.0923 -0.6857
N -6.3727 2.9849 -0.8444
C 2.0888 2.3300 2.3426
C 1.3004 2.2613 1.2245
N 0.4768 1.2055 1.0104
C 0.4568 0.1842 1.8806
C 1.2642 0.1606 3.0063
C 2.0619 1.2723 3.2470
C 1.2439 -0.9838 3.9377
C 1.3760 -2.2798 3.6536
C 1.6496 -2.9394 2.3618
C 1.8791 -4.3077 2.3395
C 2.1628 -4.8883 1.1123
N 2.2251 -4.1770 -0.0079
C 1.9957 -2.8767 0.1188
N 1.7044 -2.2193 1.2331
H 2.7217 3.1907 2.5022
H 1.3025 3.0441 0.4750
H -0.2246 -0.6255 1.6803
H 2.6819 1.3051 4.1345
H 1.1436 -0.7141 4.9838
H 1.3438 -2.9614 4.4957
H 1.8430 -4.8996 3.2433
H 2.3445 -5.9528 1.0253
H 2.0632 -2.2857 -0.7890
N -0.4914 1.4607 -5.4605
C 0.4927 2.1126 -4.5319
C 0.0932 1.8149 -3.1026
O -1.0386 1.2834 -2.8789
O 0.8607 2.1065 -2.1627
H -0.6476 2.0098 -6.3084
H -1.3814 1.3468 -4.9554
H -0.1859 0.5275 -5.7461
H 0.4707 3.1899 -4.6902
H 1.4981 1.7525 -4.7360
*
```

---

Here is a molecular structure, C28H53AlO2PSe2Si2 in a non-equilibrium geometry from the OMol25 dataset. Energies are from ωB97M-V with the def2-TZVPD basis set.

HOMO energy: -0.43311 hartree
orbital gap: 8.898 eV
E_LUMO: -2.89 eV

Geometry as ORCA input:
```
! RIJCOSX wB97M-V def2-TZVPD def2/J DEFGRID3
* xyz 1 1
O -0.1860 -1.3555 -0.7187
O -2.1333 -0.5065 -4.0478
C 0.7416 -2.2780 -1.3945
C 1.1688 -3.4304 -0.5259
H 1.5865 -1.6640 -1.7322
H 0.2272 -2.6376 -2.2886
H 1.5491 -3.1223 0.4561
H 1.9686 -3.9684 -1.0397
H 0.3387 -4.1265 -0.3733
C -1.4406 -2.0226 -0.2879
C -2.1613 -2.6261 -1.4643
H -2.0205 -1.2343 0.2038
H -1.1673 -2.7787 0.4575
H -2.2592 -1.9185 -2.2939
H -3.1638 -2.9090 -1.1357
H -1.6813 -3.5442 -1.8124
C -3.1561 0.5110 -4.2128
C -1.9655 -1.4188 -5.1493
C -4.3730 0.2629 -3.3447
H -3.4483 0.5788 -5.2785
H -2.6793 1.4627 -3.9241
H -4.8552 -0.6891 -3.5894
H -5.0896 1.0663 -3.5277
H -4.1062 0.2751 -2.2817
C -3.1740 -2.3135 -5.3802
H -1.0781 -2.0221 -4.9036
H -1.7360 -0.8375 -6.0616
H -3.5117 -2.7895 -4.4487
H -2.9010 -3.0981 -6.0927
H -4.0073 -1.7473 -5.8132
H -0.6665 -0.0092 -2.7621
Al 0.6441 -0.0555 0.6344
C -0.1075 0.9488 -2.6285
Si 0.6738 1.5053 -4.2601
H -0.8147 1.6960 -2.2599
H 0.6872 0.7972 -1.8901
C 1.5318 0.0492 -5.0748
C 1.9461 2.8172 -3.8288
C -0.4844 2.2802 -5.5231
C 2.2755 0.6470 -0.1181
Si 3.4951 1.3571 1.1364
H 2.0958 1.5224 -0.7685
H 2.8056 -0.0927 -0.7439
C 4.5616 2.5984 0.1931
C 4.6458 0.0216 1.7800
C 2.6755 2.2528 2.5727
H 0.1340 2.5589 -6.3837
H -0.9430 3.1875 -5.1246
H -1.2744 1.6090 -5.8684
H 2.3912 -0.2725 -4.4738
H 1.9005 0.3530 -6.0635
H 0.8584 -0.8059 -5.2072
H 2.5251 2.5642 -2.9327
H 1.4455 3.7803 -3.6660
H 2.6350 2.9192 -4.6771
H 4.9548 -0.6372 0.9563
H 4.1921 -0.5988 2.5653
H 5.5470 0.5090 2.1819
H 2.6484 1.6521 3.4907
H 1.6433 2.5648 2.3638
H 3.2616 3.1585 2.7888
H 5.4569 2.8294 0.7854
H 4.0224 3.5353 0.0023
H 4.8865 2.1912 -0.7735
Se 1.2282 -1.2998 2.6321
P -0.2909 -0.0549 3.6685
Se -1.1823 0.9638 1.8628
C -1.3784 -1.1038 4.7054
C -1.9681 -2.2445 4.1258
C -2.7089 -3.1298 4.9201
C -2.8749 -2.8742 6.2891
C -2.3396 -1.7137 6.8519
C -1.6020 -0.8223 6.0696
C 0.3053 1.2156 4.8157
C -0.4191 2.4168 4.9152
C -0.0939 3.3352 5.9152
C 0.9578 3.0618 6.8011
C 1.7038 1.8861 6.6739
C 1.3855 0.9520 5.6830
H -1.8229 -2.4417 3.0626
H -3.1352 -4.0282 4.4793
H -3.3933 -3.5963 6.9162
H -2.4692 -1.5090 7.9155
H -1.1876 0.0832 6.5140
H -1.2341 2.6149 4.2115
H -0.6782 4.2512 6.0109
H 1.1826 3.7713 7.5960
H 2.5236 1.6887 7.3644
H 1.9559 0.0256 5.5833
*
```

---

| no. | DFT total energy (hartree) |
| --- | --- |
| 1 | -2025.83883 |
| 2 | -7214.78618 |